Computed, not measured: a structure of composition C32H26CoIN3O5SSe4 in a non-equilibrium geometry, with ωB97M-V/def2-TZVPD.

The geometry in XYZ format:
```
73
Properties=species:S:1:pos:R:3:forces:R:3
Co -0.28629 -0.08997 1.07595 -0.424 -0.458 -0.743
Se -1.32024 -2.75494 1.39061 -0.078 0.579 0.734
Se -1.60329 -3.48972 -0.73786 0.170 -0.054 -0.646
Se -2.90731 -1.81852 -1.94133 -0.090 -0.760 -0.303
Se -2.68236 0.13764 -0.83449 -1.403 0.836 1.401
C -0.56230 -3.01788 -5.32513 -0.008 -0.022 0.112
O -0.71223 -1.76239 -4.69992 0.048 -0.393 0.186
C -0.78009 -0.65945 -5.44446 -0.254 0.211 -0.022
C -0.88900 -0.66022 -6.82928 0.006 -0.007 -0.196
C -0.99865 0.52896 -7.54108 0.014 0.042 0.077
C -1.00089 1.73345 -6.86235 -0.043 0.050 0.004
C -0.90096 1.73836 -5.47678 0.037 0.024 0.061
C -0.78319 0.56402 -4.74251 0.210 0.277 0.037
N -0.76663 0.66334 -3.33809 0.503 -0.416 -0.244
C -0.21159 -0.08140 -2.36530 1.184 0.274 -0.721
C 0.92098 -0.87312 -2.37624 0.197 -0.475 -0.206
C 1.70566 -1.14946 -3.53989 -0.003 -0.027 0.193
C 2.75138 -2.01088 -3.51519 0.103 -0.102 -0.223
C 3.10291 -2.65981 -2.29382 -0.083 0.154 0.057
C 2.45983 -2.36456 -1.14107 0.306 -0.322 -0.208
C 1.35513 -1.43849 -1.10001 -0.075 0.251 -0.379
O 0.90647 -1.14773 0.02194 0.209 -0.114 0.070
H -0.33813 -3.71824 -4.52422 -0.026 0.024 0.021
H 0.26498 -3.01197 -6.04253 -0.005 0.028 0.020
H -1.48516 -3.32539 -5.82476 -0.014 0.041 -0.040
H -0.92427 -1.59835 -7.36671 0.032 -0.013 0.079
H -1.09983 0.50237 -8.61924 0.032 -0.006 0.013
H -1.08246 2.66987 -7.39996 -0.018 -0.009 0.021
H -0.91025 2.67512 -4.92986 0.020 -0.015 -0.036
H -1.31710 1.42440 -2.96478 -0.549 -0.236 0.219
H -0.70668 0.07668 -1.41187 0.333 0.286 -0.048
H 1.46459 -0.64356 -4.46274 0.008 0.036 -0.036
H 3.31407 -2.21110 -4.41873 0.049 0.011 0.009
H 3.91084 -3.38228 -2.28479 0.071 0.016 -0.012
H 2.76606 -2.80875 -0.20269 -0.142 -0.026 0.039
C 1.67718 3.93549 -0.58975 -0.012 -0.091 0.024
C 0.30736 3.86307 -0.35501 -0.018 -0.043 -0.042
C -0.26792 2.68529 0.12108 0.188 0.110 -0.018
C 0.50250 1.54296 0.39082 -0.188 0.094 0.043
C 1.87736 1.64205 0.13731 0.002 0.155 -0.039
C 2.46042 2.81252 -0.34596 -0.052 -0.030 0.006
H 2.13021 4.85267 -0.95206 -0.024 -0.010 -0.023
H -0.31696 4.73221 -0.54892 0.013 -0.052 0.040
H -1.33703 2.65740 0.30254 0.025 -0.010 0.047
H 2.51499 0.77990 0.31966 -0.038 0.042 0.005
H 3.52901 2.84622 -0.54198 -0.019 -0.001 0.036
I 2.47357 -3.45113 5.15324 -0.151 0.121 -0.072
C 1.85463 -1.55430 4.49515 0.239 -0.300 0.090
C 1.87266 -0.49075 5.37759 -0.109 0.130 -0.146
C 1.54853 0.75494 4.86798 0.136 0.110 0.096
C 1.21366 0.86915 3.52793 0.056 0.251 -0.050
N 1.15609 -0.16973 2.70254 0.061 -0.311 0.481
C 1.48661 -1.37172 3.17324 0.130 -0.116 -0.098
H 2.12805 -0.62252 6.41986 0.007 -0.023 -0.004
H 1.56390 1.63235 5.50267 -0.083 -0.022 -0.037
H 0.97484 1.83051 3.08313 -0.093 -0.048 0.037
H 1.44487 -2.19018 2.46129 -0.112 0.024 0.041
O -1.88316 2.40441 5.98186 -0.062 0.103 -0.194
S -2.86194 3.27233 4.78328 0.198 -0.134 0.106
O -4.24218 2.96161 5.14278 -0.110 -0.081 0.075
N -2.42915 2.55714 3.43777 0.212 0.194 -0.142
C -1.91253 1.33362 3.31569 -0.157 -0.027 0.258
O -1.51354 0.90151 2.22450 -0.371 0.290 0.109
C -1.81683 0.48332 4.53735 -0.022 -0.029 0.003
C -1.74883 -0.90211 4.42065 0.021 -0.031 -0.045
C -1.61274 -1.70907 5.53853 0.026 0.024 0.023
C -1.54490 -1.11921 6.79795 -0.010 0.044 -0.080
C -1.65923 0.25540 6.93419 0.081 0.012 0.107
C -1.80197 1.06508 5.80809 -0.053 -0.123 0.081
H -1.82129 -1.33425 3.42727 0.015 0.030 0.069
H -1.55449 -2.78532 5.42506 0.002 0.043 -0.014
H -1.41349 -1.73456 7.68207 -0.032 0.012 -0.019
H -1.63231 0.72765 7.90983 -0.016 0.005 -0.043
```
Forces are in eV/Å.

The LUMO energy (alpha / beta) comes out at 3.423 / 3.422 eV. As for the multiplicity: 2. Its energy is -366262.9169 eV. The relative energy (zero: lowest compared OMol25 entry of this formula, charge and spin) comes out at 87.09 kJ/mol. As for the expectation value of S²: 0.764. The calculation puts the gap between HOMO and LUMO (alpha / beta) at 4.059 / 4.079 eV. The total charge is -2.


Computed, not measured: a structure of composition C32H26N3OPRu in a non-equilibrium geometry, with ωB97M-V/def2-TZVPD.

The geometry in XYZ format:
```
64
Properties=species:S:1:pos:R:3:forces:R:3
Ru 0.88838 -0.27205 0.55644 0.932 0.604 -0.765
C 2.21140 0.91394 4.45626 0.028 0.025 -0.009
C 2.03656 0.64920 3.00179 -0.153 -0.076 0.125
N 1.04208 0.00265 2.50002 -0.409 -0.286 0.127
N 0.03750 -0.52432 3.26339 -0.098 -0.040 0.094
C -0.73235 -1.27653 2.50591 0.092 0.040 -0.117
O -0.51428 -1.47905 1.22435 -0.043 -0.048 0.069
C -1.89372 -1.95740 3.09271 -0.039 -0.005 0.030
C -2.17542 -1.83880 4.45342 -0.011 -0.010 0.008
C -3.28221 -2.47653 4.98426 -0.001 -0.005 -0.003
C -4.10959 -3.23210 4.16264 0.000 0.003 -0.005
C -3.83039 -3.35162 2.80809 -0.009 -0.009 0.005
C -2.72439 -2.71654 2.26918 0.015 0.011 0.012
C 3.00387 1.08008 1.98817 0.141 0.071 -0.132
C 4.13476 1.81913 2.29257 -0.026 -0.022 0.033
C 5.00627 2.17836 1.27711 0.021 0.005 -0.043
C 4.73254 1.78263 -0.02089 0.018 0.011 0.031
C 3.58927 1.04286 -0.25846 -0.025 -0.067 0.009
N 2.73944 0.69607 0.70989 -0.086 0.142 0.042
H 1.38552 0.48058 5.01105 -0.006 -0.003 -0.009
H 2.24723 1.98824 4.64808 0.001 0.000 -0.001
H 3.14757 0.47960 4.81196 -0.003 0.003 0.006
H -1.52403 -1.24912 5.08271 0.004 0.005 -0.007
H -3.50248 -2.38777 6.03947 0.004 0.004 0.001
H -4.97479 -3.72915 4.58135 0.000 -0.003 -0.002
H -4.47607 -3.94171 2.17156 -0.002 0.001 0.000
H -2.49668 -2.80010 1.21498 0.000 0.007 0.004
H 4.32765 2.11133 3.31461 -0.013 -0.010 0.005
H 5.88980 2.76085 1.50011 0.001 -0.001 -0.002
H 5.38469 2.04103 -0.84215 0.000 0.002 -0.001
H 3.32406 0.71244 -1.25043 0.005 0.024 -0.015
C -3.06254 -3.11126 -2.08756 0.025 -0.022 0.001
C -1.72534 -3.48313 -2.15685 -0.007 -0.029 -0.011
C -0.73398 -2.51772 -2.11757 -0.010 0.006 -0.025
C -1.07236 -1.16855 -2.02260 -0.081 0.151 -0.201
C -2.41162 -0.80074 -1.96309 -0.017 0.070 0.057
C -3.40449 -1.77207 -1.98737 0.016 0.051 -0.030
P 0.29611 0.01732 -1.85549 -0.502 -0.573 0.758
C 0.84930 0.40199 -3.53218 0.065 0.000 -0.008
C -0.11755 0.71871 -4.48767 0.021 0.013 -0.005
C 0.26344 1.05096 -5.77704 -0.012 -0.001 0.011
C 1.60837 1.06022 -6.12374 0.010 -0.003 -0.006
C 2.57227 0.73046 -5.18354 -0.001 0.001 -0.013
C 2.19337 0.40042 -3.89028 -0.012 -0.005 0.000
C -0.37310 1.52337 -1.09096 0.224 0.087 -0.133
C -0.87097 2.71159 -1.61298 -0.158 -0.141 -0.028
C -1.24762 3.71029 -0.72871 -0.029 0.039 0.064
C -1.11763 3.53030 0.64928 -0.016 0.038 -0.071
C -0.56537 2.37008 1.16988 0.009 -0.099 -0.012
C -0.16644 1.37145 0.28318 0.124 0.072 0.120
H -3.83572 -3.86786 -2.11054 0.000 -0.001 0.005
H -1.45481 -4.52816 -2.23061 -0.007 -0.001 -0.005
H 0.30771 -2.81735 -2.15325 0.002 0.004 0.018
H -2.68502 0.24431 -1.87213 0.001 -0.004 0.013
H -4.44436 -1.47857 -1.93027 0.000 0.002 0.000
H -1.16860 0.68896 -4.22507 -0.003 -0.008 -0.014
H -0.48920 1.29492 -6.51474 -0.001 -0.001 0.000
H 1.90327 1.31334 -7.13331 0.001 0.003 0.001
H 3.61835 0.72039 -5.45882 0.001 -0.003 0.001
H 2.95273 0.11921 -3.17272 -0.003 -0.033 0.010
H -0.97438 2.85154 -2.68214 0.018 0.002 0.001
H -1.65130 4.63902 -1.10972 -0.001 0.003 0.009
H -1.43493 4.31958 1.31860 -0.001 -0.003 0.004
H -0.44977 2.25082 2.23984 0.007 0.011 0.000
```
Forces are in eV/Å.

The LUMO energy (alpha / beta) comes out at -3.889 / -4.026 eV. As for the multiplicity: 2. Its energy is -51989.2202 eV. The relative energy (zero: lowest compared OMol25 entry of this formula, charge and spin) comes out at 0.00 kJ/mol. As for the expectation value of S²: 0.762. The calculation puts the gap between HOMO and LUMO (alpha / beta) at 7.204 / 7.061 eV. The total charge is +1.


Computed, not measured: a structure of composition C32H27BrIN5O10SV in a non-equilibrium geometry, with ωB97M-V/def2-TZVPD.

The geometry in XYZ format:
```
78
Properties=species:S:1:pos:R:3:forces:R:3
V -1.05091 1.27006 -0.02604 1.532 1.892 0.083
C -1.20075 4.76688 2.99264 -0.718 -0.737 0.890
C -1.86899 4.87310 1.69199 0.916 -1.573 -1.821
N -2.78346 5.81262 1.60505 -0.233 0.654 0.366
C -3.47015 5.98963 0.49850 -0.589 -0.500 -1.867
C -3.43779 5.16536 -0.66487 1.756 0.070 2.139
C -4.25023 5.50058 -1.86611 -0.844 0.533 0.434
O -3.54176 5.39589 -3.11726 -1.129 1.228 -0.966
C -2.47294 4.11047 -0.58690 1.647 -1.255 -0.226
C -2.22831 3.23875 -1.71744 -1.637 1.671 -1.452
N -1.22414 2.35125 -1.78635 0.220 -0.798 0.961
C -0.75609 1.79337 -2.94663 0.054 -0.371 0.670
C -1.53488 1.64035 -4.11547 1.587 -0.204 0.072
C -0.97904 1.05478 -5.24241 -1.023 0.350 0.776
C 0.31869 0.61741 -5.27078 0.108 -0.088 -0.778
C 1.08294 0.72641 -4.13561 -0.304 0.522 0.949
C 0.56371 1.25523 -2.94432 0.084 -0.014 -1.379
I 1.83200 1.39509 -1.25361 -0.687 -0.094 -0.406
C -1.55445 3.99114 0.59980 -1.760 1.119 -0.021
O -0.56441 3.12867 0.69047 -0.739 -0.497 -0.437
H -1.49909 5.61291 3.55904 -0.712 0.657 0.799
H -0.16222 4.80104 3.06407 2.100 -0.122 -0.762
H -1.45522 3.83567 3.50060 -0.280 -0.078 0.051
H -4.07762 6.88031 0.55429 -0.530 0.180 -0.448
H -4.54959 6.53384 -1.66507 -0.009 0.233 -0.369
H -5.21940 4.95729 -1.85822 0.567 -0.300 -0.428
H -4.00588 5.96988 -3.79864 0.769 -1.103 1.462
H -2.81929 3.45080 -2.67977 0.929 -0.361 1.691
H -2.52765 2.00402 -4.10170 -0.872 0.147 -0.043
H -1.62344 0.90060 -6.07078 -0.403 -0.003 -0.880
H 0.73744 0.25222 -6.20911 0.028 -0.077 0.339
H 2.09915 0.45943 -4.24939 0.998 -0.381 0.456
C 0.79351 -0.17655 5.56345 -1.481 -0.538 -3.011
O 0.84048 -1.04013 4.36570 1.466 0.902 0.785
C 2.13153 -1.27858 3.93862 -0.635 -0.280 0.250
C 3.30321 -0.93601 4.58764 -0.214 -0.424 0.620
C 4.43302 -1.69838 4.26201 -0.396 -0.574 -1.155
Br 6.05472 -1.51828 5.13909 0.930 0.472 1.034
C 4.45729 -2.65051 3.26223 -0.428 -0.438 -0.523
C 3.34186 -2.76515 2.36577 -0.640 1.327 2.004
C 2.15643 -2.03583 2.74348 1.235 -0.416 0.000
O 1.01800 -2.11629 2.09688 -0.969 -0.283 -1.249
C 3.45819 -3.59451 1.19144 0.115 -1.752 -2.243
N 4.52786 -4.34886 0.88602 -0.641 0.414 1.572
C 4.24326 -4.96696 -0.29425 1.298 0.550 -0.943
C 5.03670 -5.82025 -1.08399 -0.617 0.501 -1.121
C 4.57915 -6.08185 -2.39743 1.296 -1.196 1.141
C 3.38431 -5.63943 -2.92092 -1.192 0.884 -0.101
C 2.62587 -4.78687 -2.10806 -2.343 0.307 -1.243
C 3.07303 -4.44923 -0.85938 -1.378 0.227 2.083
N 2.48996 -3.68617 0.19611 2.336 -0.354 0.128
H 1.52688 0.56583 5.36235 0.603 0.733 0.837
H 0.80339 -0.77725 6.43434 0.709 -0.421 1.018
H -0.17791 0.27868 5.45649 -0.363 0.297 0.129
H 3.29142 -0.26448 5.45138 0.239 -0.407 -0.403
H 5.31814 -3.35736 3.19951 -0.819 0.931 -0.392
H 0.38514 -1.30957 2.12757 0.991 -0.660 -0.083
H 6.02362 -6.19421 -0.80983 -0.397 0.135 0.281
H 5.19647 -6.78653 -2.93903 0.016 0.083 -0.397
H 2.99694 -5.90300 -3.93660 0.618 0.176 1.065
H 1.60109 -4.40173 -2.41528 1.509 -0.467 0.204
H 1.62914 -3.19346 0.29380 -0.984 0.531 -0.647
O -1.68451 1.11580 3.48218 0.382 -2.450 -1.504
S -1.79031 0.30095 2.23364 -1.570 1.859 1.276
O -2.47915 -1.00324 2.26545 1.204 1.447 0.354
O -0.35580 0.10990 1.53472 -2.603 0.883 0.885
O -2.57904 1.28390 1.26121 2.096 -2.168 0.194
O -3.78594 0.34085 -1.37173 1.182 -1.171 -0.154
C -2.98205 -0.58337 -1.26888 -0.126 1.479 0.212
C -3.36764 -2.06527 -1.48352 -1.111 1.699 -1.860
C -2.27367 -2.79985 -0.84276 0.626 -0.748 -0.366
C -1.16104 -1.79243 -0.83692 3.367 1.716 1.299
O 0.05094 -2.07207 -0.70924 -2.112 0.010 -0.388
N -1.60924 -0.45374 -0.88568 -2.386 -3.114 -1.461
H -3.45777 -2.27362 -2.59458 0.316 0.364 1.085
H -4.37755 -2.12030 -1.11990 -0.349 -0.458 0.508
H -1.96480 -3.64984 -1.42908 0.274 -0.465 -0.053
H -2.50141 -3.13982 0.15598 0.119 0.154 0.476
```
Forces are in eV/Å.

The LUMO energy (alpha / beta) comes out at 3.713 / 3.713 eV. As for the multiplicity: 4. Its energy is -176217.4176 eV. The relative energy (zero: lowest compared OMol25 entry of this formula, charge and spin) comes out at 45.32 kJ/mol. As for the expectation value of S²: 3.793. The calculation puts the gap between HOMO and LUMO (alpha / beta) at 3.953 / 5.949 eV. The total charge is -2.